A single C7H10S2 molecule. Source: OMol25; level of theory: the ωB97M-V functional and the def2-TZVPD basis.

Calculated values
E_LUMO	-0.493	eV
SMILES string	C=[SH](=C)c1ccc(C)s1
frontier orbital gap	7.53	eV
spin multiplicity	1
energy above the lowest of the compared OMol25 structures with the same formula, charge and spin	8.443	eV

Structure (XYZ):
```
19
C7H10S2, DFT the ωB97M-V functional and the def2-TZVPD basis
C -1.1516 0.8729 -1.1907
C -0.7706 0.7811 0.2010
C -0.6884 -0.0821 -2.0639
C 0.0971 -0.2214 0.4661
C -0.1633 -0.6491 2.9825
C 2.3316 0.5991 2.0899
C -0.9710 -0.0037 -3.5383
S 0.4094 -1.2526 -1.5082
S 1.0655 -0.5398 1.8525
H -1.8085 1.7206 -1.5474
H -1.0555 1.4414 0.8744
H 0.1954 -0.7596 3.9332
H -1.0111 -1.0854 2.6070
H 2.3066 0.9128 3.1048
H 3.3404 0.1273 1.9418
H 0.0003 0.1767 -3.9656
H -1.2960 -1.0430 -3.7492
H -1.8883 0.6005 -3.7650
H 1.8422 -1.8221 1.2210
```